The following is a DFT calculation (the ωB97M-V functional and the def2-TZVPD basis) of a molecular structure, C47H102BF4N5O6 at a distorted geometry.

Element x y z (Å)
1 F -1.13 -0.74 -1.07
2 F -1.61 0.79 0.46
3 F 0.02 -0.75 0.88
4 F 0.46 0.74 -0.72
5 O 3.71 -2.06 0.69
6 O 4.88 -1.62 2.50
7 O -3.79 4.08 2.50
8 O -2.55 2.34 2.85
9 O -2.23 4.35 3.91
10 O 2.68 -1.93 2.52
11 N 4.29 4.23 -3.34
12 N 2.19 2.21 2.70
13 N -2.93 -2.05 2.74
14 N -0.77 -7.23 0.41
15 N -1.83 2.15 -4.56
16 C 4.39 5.01 -1.97
17 C 0.01 4.15 -0.03
18 C -4.79 -0.30 3.33
19 C 1.59 1.09 3.64
20 C 4.04 4.56 -6.39
21 C 0.99 1.84 4.81
22 C 3.41 2.17 -2.26
23 C 2.37 3.88 4.56
24 C 3.82 -1.86 1.88
25 C -2.11 -6.90 1.09
26 C -3.64 -7.15 3.14
27 C -6.03 0.40 2.89
28 C -0.62 -1.97 3.94
29 C 3.06 3.33 3.39
30 C 0.77 -4.62 0.10
31 C -1.65 -0.31 -4.43
32 C -0.79 -8.80 0.06
33 C 0.47 -6.87 1.32
34 C -1.15 -2.95 4.93
35 C -0.61 -6.44 -0.94
36 C -3.39 3.26 -0.97
37 C -2.18 -3.90 4.30
38 C -2.40 -2.83 1.51
39 C 0.52 1.01 -4.31
40 C 4.51 2.67 -3.15
41 C 3.22 1.52 1.84
42 C -0.12 -0.23 -4.86
43 C 5.51 4.70 -4.21
44 C -2.50 0.80 -4.97
45 C 3.39 0.64 -2.14
46 C -2.81 3.64 3.08
47 C 5.42 4.32 -5.68
48 C -3.26 3.20 -2.52
49 C -0.27 2.24 -4.85
50 C -4.01 -1.17 2.21
51 C -2.54 3.19 -5.51
52 C -2.00 2.42 -3.03
53 C 1.25 3.77 0.74
54 C 1.90 2.76 5.49
55 C 2.81 4.32 -5.52
56 C 0.98 2.68 1.80
57 C -1.81 -1.16 3.30
58 C -0.45 -4.87 -0.72
59 C 0.65 -5.34 1.39
60 C 2.95 4.71 -3.98
61 C -3.39 -3.15 3.73
62 C -2.34 -7.68 2.41
63 B -0.54 0.03 -0.09
64 H -1.46 -2.37 5.80
65 H 0.39 1.05 -3.23
66 H 0.02 -1.23 4.43
67 H 2.55 3.28 -5.72
68 H 5.67 3.26 -5.73
69 H -2.16 -1.21 -4.77
70 H 2.38 2.34 -2.55
71 H 0.37 -1.15 -4.54
72 H -0.10 2.21 -5.93
73 H 3.06 0.15 -3.06
74 H -4.39 3.07 -0.59
75 H 4.02 3.87 -7.24
76 H 0.60 1.75 1.38
77 H 1.48 -5.08 2.04
78 H -4.52 -7.12 2.51
79 H 2.71 2.14 5.88
80 H -3.23 -3.28 0.97
81 H -3.33 2.34 2.29
82 H -0.29 -3.58 5.18
83 H 1.55 1.13 -4.62
84 H 3.01 4.57 5.11
85 H -6.77 -0.28 2.47
86 H -1.70 -3.62 1.78
87 H -3.82 -7.67 4.08
88 H -1.70 -4.59 3.60
89 H -0.35 -4.49 -1.74
90 H 0.92 0.48 3.03
91 H -4.68 -1.85 1.68
92 H -2.79 2.46 -0.54
93 H -1.75 -0.49 -3.36
94 H 2.00 3.45 0.01
95 H -0.60 4.77 0.63
96 H 0.11 3.24 -4.63
97 H -6.47 1.06 3.64
98 H -3.56 -0.49 1.49
99 H -0.14 -4.83 1.95
100 H 6.43 4.30 -3.78
101 H 0.26 -6.85 -1.45
102 H -2.43 0.76 -6.06
103 H 6.19 4.72 -6.34
104 H -4.10 0.43 3.74
105 H 1.89 4.76 -5.90
106 H -2.33 3.00 -6.57
107 H -4.20 -3.74 3.31
108 H -2.51 -8.73 2.16
109 H 0.00 2.27 4.64
110 H -2.19 -5.81 1.11
111 H 4.05 3.01 3.71
112 H 2.08 4.43 -3.39
113 H -3.63 3.20 -5.48
114 H 4.66 6.06 -2.08
115 H 1.33 3.09 6.35
116 H 3.97 5.58 -6.77
117 H -2.59 -4.50 5.12
118 H 0.14 -9.24 -0.30
119 H -0.06 -2.45 3.14
120 H 0.30 3.17 2.51
121 H -1.41 -6.77 -1.61
122 H 1.77 -4.68 -0.31
123 H 2.55 -1.83 1.57
124 H -1.16 3.09 -2.82
125 H 0.78 -3.56 0.36
126 H 5.07 4.45 -1.33
127 H -1.86 1.48 -2.48
128 H 4.41 0.40 -1.84
129 H 4.36 2.33 -4.17
130 H 2.70 0.83 1.17
131 H -0.64 3.40 -0.49
132 H -3.56 -6.06 3.23
133 H -3.52 0.88 -4.59
134 H 2.81 0.34 -1.27
135 H -2.27 -0.66 4.15
136 H 3.89 0.94 2.47
137 H -3.27 4.24 -2.85
138 H 3.64 2.32 1.24
139 H -1.48 -7.70 3.08
140 H 5.51 5.79 -4.19
141 H 1.47 4.42 4.28
142 H -1.51 -9.02 -0.73
143 H -5.76 1.07 2.07
144 H -2.80 -7.24 0.32
145 H 1.78 4.62 1.18
146 H -4.11 2.62 -2.88
147 H -2.04 4.10 -5.16
148 H 3.45 2.51 -1.23
149 H 3.26 4.11 2.65
150 H 0.50 -7.29 2.32
151 H -1.38 -4.57 -0.24
152 H 1.29 -7.34 0.78
153 H 0.37 4.76 -0.85
154 H -1.44 -0.40 2.62
155 H 2.95 5.80 -3.93
156 H -5.00 -0.98 4.15
157 H 3.42 4.90 -1.49
158 H -0.98 -9.33 1.00
159 H 5.52 2.45 -2.81
160 H -2.98 4.14 -0.47
161 H -0.01 -0.29 -5.95
162 H -1.90 -2.19 0.78
163 H 2.36 0.38 3.96
164 H 0.73 1.10 5.57
165 H -3.85 -2.64 4.58

Output
**Relative energy (zero: lowest compared OMol25 entry of this formula, charge and spin)**: 608.45 kJ/mol
**Charge**: +2
**LUMO**: -3.9 eV
**HOMO**: -9.53 eV
**Gap between HOMO and LUMO**: 5.68 eV

Löwdin atomic charge list, values in e, 8 entries: F 0.12; F 0.09; F 0.16; F 0.13; O 0.01; O -0.04; O -0.03; O 0.03